1.
ORCA calculation (ωB97M-V/def2-TZVPD) on a cluster of 2 separate species, C25H30B2Cl3O4S in total.

Calculated values
HOMO level   -0.164 hartree
DFT total energy   -84364.1105 eV
Frontier orbital gap   3.68 eV
Total charge   -1

The geometry in XYZ format:
```
65
C25H30B2Cl3O4S ωB97M-V/def2-TZVPD
Cl -2.0110 -4.7633 4.7520
B -0.2572 -4.1640 4.6315
Cl 0.8448 -5.2225 5.6766
Cl 0.3109 -4.2201 2.8696
O -0.1994 -2.7934 5.1107
C 1.0053 -2.2254 5.0944
C 1.1963 -0.9095 5.5276
C 2.4545 -0.2656 5.5205
C 2.5656 1.0292 5.9580
C 1.4487 1.7161 6.4107
C 0.2088 1.1030 6.4269
C 0.0775 -0.1883 5.9937
H 1.8271 -2.8236 4.7334
H 3.3204 -0.8004 5.1690
H 3.5241 1.5194 5.9515
H 1.5432 2.7313 6.7516
H -0.6558 1.6387 6.7793
H -0.8771 -0.6839 5.9982
C 1.5972 5.3369 1.0725
O 0.2754 4.9157 0.8254
C 0.1632 3.7556 0.0511
C -1.1220 3.2795 -0.2245
C -1.3066 2.1399 -0.9710
C -0.2182 1.4569 -1.4558
B -0.4575 0.1319 -2.3319
C -0.5976 0.5413 -3.8741
C 0.3961 0.6388 -4.7743
C -0.0438 1.0293 -6.0746
C -1.3827 1.2256 -6.1582
C -2.1329 1.6275 -7.3634
S -2.1154 0.9299 -4.6083
O 0.7102 -0.7982 -2.1394
C 0.1770 -1.8626 -1.3426
C 0.9332 -3.1660 -1.6208
C 0.3083 -1.4663 0.1321
C -1.3589 -1.9253 -1.7646
C -1.5203 -2.6033 -3.1283
C -2.2480 -2.6051 -0.7181
O -1.7278 -0.5503 -1.9044
C 1.0571 1.9086 -1.2077
C 1.2530 3.0479 -0.4617
H 1.5601 6.2407 1.6827
H 2.1433 4.5631 1.6159
H 2.1002 5.5648 0.1308
H -1.9640 3.8232 0.1627
H -2.2919 1.7612 -1.1836
H 1.4275 0.4384 -4.5267
H 0.6215 1.1566 -6.9126
H -1.4676 1.7676 -8.2160
H -2.8681 0.8686 -7.6331
H -2.6645 2.5647 -7.1957
H 0.5004 -3.9990 -1.0676
H 0.9164 -3.4080 -2.6818
H 1.9769 -3.0652 -1.3267
H -0.0481 -2.2566 0.7909
H 1.3469 -1.2578 0.3808
H -0.2667 -0.5636 0.3289
H -1.2846 -3.6650 -3.0768
H -2.5430 -2.4976 -3.4848
H -0.8647 -2.1329 -3.8583
H -1.9350 -3.6332 -0.5408
H -2.2215 -2.0658 0.2267
H -3.2829 -2.6165 -1.0563
H 1.8912 1.3521 -1.5995
H 2.2522 3.3944 -0.2717
```

---

2.
ORCA calculation (ωB97M-V/def2-TZVPD) on a structure of composition C25H30CdF4N8O2.

Calculated values
HOMO level   -0.256 hartree
DFT total energy   -57856.4530 eV
Energy relative to the best compared isomer or geometry (same formula, charge and spin)   157.6 kJ/mol
Frontier orbital gap   6.82 eV

The geometry in XYZ format:
```
70
C25H30CdF4N8O2 ωB97M-V/def2-TZVPD
Cd 0.4395 0.5539 0.0771
C -0.4838 -3.6368 0.4517
C 0.0409 -3.1175 -0.8826
N -0.6769 -1.9370 -1.3623
C -2.0334 -2.2768 -1.8179
C -3.1009 -1.3374 -1.2619
C 0.1055 -1.2873 -2.4181
C -0.4115 0.0741 -2.8918
N -0.7226 0.9549 -1.7814
C -1.1932 2.1880 -2.0047
C -1.6612 2.9460 -0.9011
F -1.5794 2.3592 0.3316
C -2.2134 4.1963 -0.9902
F -2.6480 4.7955 0.1325
C -2.3529 4.8383 -2.2054
C -1.9000 4.1424 -3.3117
F -2.0011 4.7193 -4.5188
C -1.3490 2.8819 -3.2353
F -0.9432 2.3152 -4.3954
H 0.1567 -4.4474 0.8020
H -1.5013 -4.0240 0.3735
H -0.4835 -2.8380 1.1944
H 0.0037 -3.9336 -1.6226
H 1.0942 -2.8481 -0.7584
H -2.2738 -3.2973 -1.5123
H -2.0716 -2.2607 -2.9136
H -3.2570 -1.5264 -0.1967
H -4.0490 -1.4894 -1.7814
H -2.7925 -0.3012 -1.3880
H 0.1832 -1.9370 -3.3050
H 1.1137 -1.1441 -2.0259
H -1.2991 -0.0614 -3.5217
H 0.3787 0.4777 -3.5339
H -2.7994 5.8160 -2.2922
N -2.0023 -0.0983 1.7028
N -1.9073 0.2836 3.0559
C -0.9360 1.1521 3.4131
N -0.9222 1.6106 4.6693
N -0.1090 1.4778 2.4458
N 0.9647 2.2879 2.6309
O 1.5212 2.6368 1.6098
O 1.3396 2.6185 3.7596
H -2.2771 0.6925 1.1216
H -2.6919 -0.8307 1.6205
H -2.7431 0.2651 3.6175
H -1.5843 1.3035 5.3581
H -0.1073 2.1447 4.9347
N 1.2067 -1.4880 1.9764
C 2.3348 -2.3100 1.6626
C 2.4793 -3.4954 2.3832
C 3.4617 -4.4199 2.0880
C 4.2913 -4.1746 1.0077
C 4.1869 -2.9780 0.3244
C 3.2694 -1.9687 0.6664
C 3.4715 -0.6489 -0.0256
C 4.8188 -0.3586 -0.3103
C 5.1956 0.7103 -1.1003
C 4.2219 1.5325 -1.6389
C 2.8998 1.3181 -1.2864
C 2.4888 0.2654 -0.4586
H 0.4377 -1.7720 1.3765
H 0.9033 -1.6654 2.9259
H 1.7802 -3.6969 3.1886
H 3.5594 -5.3224 2.6770
H 5.0358 -4.9004 0.7065
H 4.8453 -2.8078 -0.5155
H 5.6000 -0.9785 0.1105
H 6.2453 0.8914 -1.2952
H 4.4888 2.3466 -2.3019
H 2.1568 2.0106 -1.6752
```

---

How do the records compare in lowest unoccupied orbital energy? In the order shown, they have -0.029 -0.005 hartree.